Entry 1:
This record from OMol25 describes a structure of composition C33H34N6OSSbV. The level of theory is ωB97M-V/def2-TZVPD.

Each line ends with the Löwdin spin population.
Geometry (Å):
V1 -0.265 -0.125 0.268  1.337
C1 4.506 -2.367 -0.557  0.000
C2 3.127 -2.703 -0.983  -0.001
N1 2.747 -3.760 -1.624  -0.002
N2 1.399 -3.628 -1.787  -0.003
C3 0.919 -2.527 -1.260  -0.001
S1 -0.682 -1.898 -1.235  -0.028
N3 2.001 -1.913 -0.747  -0.001
N4 1.868 -0.692 -0.071  0.007
H1 5.173 -3.154 -0.900  0.000
H2 4.580 -2.303 0.532  0.000
H3 4.835 -1.422 -0.994  0.000
H4 0.886 -4.350 -2.277  0.000
H5 2.281 0.052 -0.641  0.001
H6 2.393 -0.730 0.806  0.003
O1 0.177 1.434 0.857  -0.075
C4 -0.308 2.634 1.295  -0.003
C5 0.552 3.572 1.821  -0.011
C6 0.005 4.749 2.309  0.004
C7 -1.369 4.958 2.265  -0.015
C8 -2.206 4.011 1.704  0.003
C9 -1.684 2.822 1.193  -0.012
C10 -2.495 1.855 0.467  0.014
N5 -2.111 0.641 0.014  -0.006
C11 -3.164 0.141 -0.754  0.000
C12 -4.167 1.038 -0.751  -0.002
N6 -3.731 2.093 0.021  0.006
H7 1.618 3.391 1.846  0.000
H8 0.652 5.508 2.729  0.000
H9 -1.788 5.875 2.658  -0.001
H10 -3.272 4.207 1.681  0.000
H11 -3.129 -0.815 -1.244  0.000
H12 -5.135 1.030 -1.224  0.000
H13 -4.243 2.951 0.167  0.000
C13 -2.303 -4.509 3.385  -0.001
C14 -0.969 -4.559 2.693  -0.006
C15 -0.431 -5.821 2.407  -0.001
C16 0.819 -5.980 1.840  -0.004
C17 1.609 -4.867 1.566  0.000
C18 1.102 -3.613 1.833  -0.004
C19 -0.188 -3.445 2.359  -0.020
Sb1 -0.568 -1.398 2.703  -0.107
C20 0.768 -1.104 4.308  -0.020
C21 0.327 -1.868 5.397  -0.007
C22 1.051 -1.891 6.572  -0.002
C23 2.230 -1.160 6.657  0.000
C24 2.669 -0.420 5.573  0.000
C25 1.950 -0.373 4.378  0.000
C26 2.487 0.477 3.259  -0.001
C27 -2.397 -0.686 3.435  -0.016
C28 -2.293 0.255 4.464  -0.007
C29 -3.438 0.800 5.015  0.000
C30 -4.682 0.411 4.530  -0.009
C31 -4.774 -0.508 3.495  0.000
C32 -3.638 -1.067 2.914  -0.006
C33 -3.817 -2.045 1.782  -0.001
H14 -2.349 -5.277 4.157  0.000
H15 -3.111 -4.717 2.688  0.000
H16 -2.497 -3.552 3.863  0.000
H17 -1.012 -6.699 2.667  0.000
H18 1.198 -6.976 1.648  0.000
H19 2.616 -4.990 1.185  0.000
H20 1.752 -2.749 1.700  -0.001
H21 -0.588 -2.454 5.340  -0.001
H22 0.701 -2.476 7.412  0.000
H23 2.812 -1.173 7.570  0.000
H24 3.592 0.144 5.649  0.000
H25 2.426 1.537 3.513  0.000
H26 1.916 0.344 2.341  -0.001
H27 3.539 0.257 3.068  0.000
H28 -1.326 0.536 4.865  0.000
H29 -3.362 1.508 5.830  0.000
H30 -5.584 0.818 4.968  0.000
H31 -5.751 -0.810 3.133  0.000
H32 -4.321 -1.571 0.939  0.000
H33 -4.445 -2.879 2.090  0.000
H34 -2.875 -2.469 1.419  0.000

Charge ... +3
Kohn-Sham gap (alpha / beta) ... 5.85 / 6.67 eV
Multiplicity ... 2
Energy relative to the best compared isomer or geometry (same formula, charge and spin) ... 10.7 kcal/mol
Total energy ... -88796.517 eV

Entry 2:
This record from OMol25 describes a structure of composition C33H35Br4LiMgN3NaO10PS2 in a non-equilibrium geometry. The level of theory is ωB97M-V/def2-TZVPD.

Each line ends with the Löwdin charge.
Geometry (Å):
O1 2.919 1.411 5.615  0.039
C1 1.775 1.456 5.099  -0.431
O2 0.668 1.511 6.014  0.028
C2 1.461 1.407 3.540  -0.089
C3 1.340 0.017 2.816  0.052
C4 0.990 -0.002 1.303  -0.166
C5 0.806 -1.337 0.453  -0.144
C6 -0.303 -1.362 -0.663  -0.057
C7 -0.521 -2.625 -1.578  -0.068
C8 0.380 -3.884 -1.390  -0.083
C9 1.465 -3.895 -0.259  -0.073
C10 1.661 -2.622 0.642  -0.039
N1 0.822 1.260 0.581  0.065
C11 0.928 2.588 1.200  -0.147
C12 0.672 3.831 0.204  -0.133
C13 -0.743 3.516 -0.566  -0.279
C14 -1.518 4.881 -0.886  -0.576
S1 -3.106 4.668 -1.829  0.702
C15 -3.691 2.906 -1.730  -0.931
S2 -2.820 1.772 -2.640  0.680
N2 -4.876 2.578 -0.912  -0.166
C16 -4.499 2.919 0.499  -0.160
C17 -5.378 2.190 1.634  -0.158
O3 -5.868 0.871 1.280  -0.270
C18 -6.475 0.870 -0.057  -0.136
C19 -5.236 1.147 -1.086  -0.204
C20 1.270 2.742 2.712  -0.293
P1 1.380 4.509 3.371  0.579
O4 -0.152 4.791 4.128  -0.406
Br1 3.035 4.691 4.946  0.288
H1 -0.088 1.052 5.562  0.110
H2 1.497 -0.985 3.345  0.112
H3 -0.987 -0.461 -0.880  0.056
H4 -1.339 -2.641 -2.391  0.094
H5 0.231 -4.786 -2.088  0.093
H6 2.093 -4.848 -0.156  0.063
H7 2.465 -2.635 1.448  0.080
H8 0.620 1.208 -0.435  0.128
H9 1.501 3.923 -0.589  0.131
H10 0.504 4.819 0.756  0.083
H11 -0.439 2.951 -1.521  0.041
H12 -1.331 2.847 0.175  0.093
H13 -1.775 5.436 0.100  -0.231
H14 -0.816 5.531 -1.524  0.105
H15 -3.371 2.791 0.720  0.113
H16 -4.697 4.056 0.618  0.104
H17 -6.208 2.896 2.031  0.153
H18 -4.672 2.036 2.540  0.141
H19 -7.224 1.752 -0.067  0.152
H20 -7.046 -0.095 -0.308  0.117
H21 -5.496 0.847 -2.156  0.138
H22 -4.400 0.409 -0.736  0.067
H23 -0.840 4.235 3.698  0.032
N3 4.712 -5.364 1.247  0.011
C21 5.084 -6.083 2.356  -0.242
C22 6.268 -6.721 2.072  -0.075
C23 6.626 -6.370 0.748  -0.052
C24 5.649 -5.530 0.265  -0.081
H24 3.879 -4.800 1.168  0.116
H25 4.473 -6.077 3.249  0.088
H26 6.816 -7.366 2.744  0.110
H27 7.503 -6.694 0.206  0.117
H28 5.540 -5.037 -0.693  0.104
O5 -11.761 0.874 1.118  0.030
C25 -10.688 0.916 0.381  -0.294
C26 -10.132 -0.613 0.163  -0.287
O6 -9.046 -0.575 -0.564  -0.070
H29 -9.829 1.487 0.773  0.116
H30 -10.790 1.334 -0.635  0.134
H31 -10.986 -1.181 -0.240  0.134
H32 -10.042 -1.042 1.176  0.129
Li1 -4.220 -0.504 1.035  0.798
C27 7.825 -3.390 -1.705  0.103
C28 7.037 -3.561 -2.810  -0.384
C29 7.570 -2.863 -4.055  -0.327
O7 7.058 -2.947 -5.161  0.098
C30 8.778 -2.026 -3.919  0.145
C31 9.560 -1.845 -2.806  -0.366
C32 9.084 -2.630 -1.589  -0.331
O8 9.676 -2.667 -0.522  0.093
O9 10.579 -1.136 -2.695  0.098
O10 5.968 -4.209 -2.900  0.027
H33 7.528 -3.861 -0.775  0.100
H34 9.045 -1.512 -4.835  0.135
Na1 3.165 -7.501 2.448  0.822
Mg1 -2.824 6.771 0.659  0.565
C33 -0.827 3.938 -5.223  -1.619
Br2 -0.651 5.477 -6.389  0.589
Br3 -1.283 2.332 -6.210  0.560
Br4 0.751 3.684 -4.121  0.577
H35 -1.657 4.143 -4.547  -0.071

Charge ... +1
Kohn-Sham gap ... 1.05 eV
Total energy ... -380898.825 eV

Entry 3:
This record from OMol25 describes a cluster of 13 separate species, C33H35Cl48NO3S in total in a non-equilibrium geometry. The level of theory is ωB97M-V/def2-TZVPD.

Each line ends with the Löwdin charge.
Geometry (Å):
C1 0.408 -3.908 -0.422  -0.104
C2 0.084 -2.463 -0.962  -0.242
C3 0.107 -1.461 0.235  -0.222
C4 -1.096 -1.779 1.200  -0.196
C5 -1.654 -0.503 1.920  -0.199
C6 -0.464 0.336 2.470  -0.217
C7 0.528 -0.466 3.375  -0.189
C8 1.471 0.609 4.039  -0.200
C9 2.866 -0.004 4.282  -0.163
C10 3.863 0.867 5.094  -0.235
C11 3.291 1.315 6.480  -0.177
O1 3.662 2.657 6.864  -0.209
S1 2.909 3.675 5.841  0.691
O2 3.163 5.005 6.325  -0.273
O3 1.486 3.444 5.799  -0.271
C12 3.634 3.349 4.204  -0.346
N1 4.399 4.474 3.666  0.052
C13 4.521 2.067 4.273  -0.208
C14 5.092 1.597 2.881  -0.081
C15 4.358 2.093 1.616  -0.159
C16 3.179 1.488 1.104  -0.037
C17 2.511 1.960 -0.042  -0.078
C18 2.985 3.077 -0.757  -0.075
C19 4.179 3.677 -0.297  -0.052
C20 4.852 3.200 0.856  -0.205
C21 6.158 3.946 1.235  -0.095
H1 -0.523 -4.412 -0.096  0.055
H2 0.882 -4.502 -1.219  0.049
H3 1.056 -3.809 0.473  0.074
H4 0.778 -2.172 -1.769  0.104
H5 -0.962 -2.497 -1.329  0.042
H6 1.082 -1.582 0.743  0.093
H7 0.022 -0.410 -0.105  0.071
H8 -1.881 -2.236 0.560  0.045
H9 -0.730 -2.473 1.981  0.109
H10 -2.411 -0.730 2.696  0.112
H11 -2.166 0.161 1.194  0.048
H12 0.077 0.847 1.652  0.088
H13 -0.875 1.125 3.138  0.120
H14 -0.095 -0.974 4.141  0.122
H15 1.100 -1.220 2.806  0.091
H16 0.949 0.948 4.949  0.104
H17 1.474 1.462 3.332  0.091
H18 2.695 -0.923 4.892  0.130
H19 3.331 -0.377 3.348  0.099
H20 4.728 0.206 5.321  0.141
H21 3.725 0.646 7.250  0.136
H22 2.197 1.175 6.574  0.113
H23 2.781 3.185 3.517  0.131
H24 4.460 5.252 4.325  0.068
H25 3.868 4.832 2.870  0.070
H26 5.403 2.352 4.887  0.148
H27 6.133 1.962 2.820  0.100
H28 5.175 0.493 2.834  0.120
H29 2.727 0.606 1.584  0.092
H30 1.594 1.473 -0.401  0.089
H31 2.480 3.498 -1.647  0.036
H32 4.570 4.547 -0.844  0.078
H33 6.022 5.040 1.142  0.003
H34 6.941 3.647 0.505  0.058
H35 6.528 3.654 2.226  0.056
C22 0.181 5.677 -3.498  -2.030
Cl1 1.347 4.365 -3.776  0.547
Cl2 -0.658 6.067 -5.009  0.520
Cl3 -0.999 5.151 -2.297  0.527
Cl4 1.038 7.109 -2.921  0.488
C23 5.818 8.589 1.123  -2.034
Cl5 5.293 7.253 2.161  0.568
Cl6 7.465 8.298 0.549  0.511
Cl7 4.740 8.693 -0.269  0.516
Cl8 5.771 10.101 2.040  0.537
C24 -3.900 1.852 -1.210  -2.019
Cl9 -2.182 1.390 -1.164  0.536
Cl10 -4.244 2.680 -2.735  0.533
Cl11 -4.901 0.405 -1.082  0.479
Cl12 -4.257 2.934 0.144  0.537
C25 -4.286 -3.377 -1.933  -1.989
Cl13 -3.418 -1.894 -2.342  0.514
Cl14 -3.891 -4.620 -3.134  0.493
Cl15 -3.800 -3.907 -0.313  0.564
Cl16 -6.030 -3.067 -1.954  0.489
C26 -9.805 -4.796 -2.115  -2.018
Cl17 -8.996 -3.268 -1.736  0.464
Cl18 -11.445 -4.765 -1.450  0.529
Cl19 -9.884 -5.008 -3.870  0.535
Cl20 -8.919 -6.140 -1.380  0.503
C27 3.528 8.750 -5.726  -2.029
Cl21 4.046 9.200 -4.097  0.512
Cl22 4.844 7.911 -6.562  0.516
Cl23 2.131 7.678 -5.591  0.476
Cl24 3.087 10.205 -6.632  0.534
C28 8.335 5.779 -2.934  -2.032
Cl25 9.445 4.444 -3.276  0.531
Cl26 7.518 6.266 -4.427  0.514
Cl27 7.130 5.261 -1.749  0.552
Cl28 9.246 7.149 -2.281  0.511
C29 0.419 -8.522 -2.005  -2.042
Cl29 0.397 -9.451 -3.511  0.521
Cl30 -0.921 -7.365 -2.011  0.484
Cl31 0.240 -9.620 -0.630  0.528
Cl32 1.953 -7.651 -1.871  0.527
C30 -3.521 -5.309 -7.288  -2.042
Cl33 -2.439 -5.652 -8.646  0.526
Cl34 -2.787 -5.900 -5.789  0.483
Cl35 -3.782 -3.563 -7.166  0.524
Cl36 -5.071 -6.121 -7.549  0.521
C31 -9.792 -0.268 0.900  -2.049
Cl37 -8.095 -0.279 0.390  0.491
Cl38 -10.808 0.257 -0.449  0.522
Cl39 -10.267 -1.898 1.396  0.510
Cl40 -9.991 0.847 2.260  0.527
C32 -5.038 -9.648 -3.376  -2.028
Cl41 -3.395 -9.171 -2.931  0.491
Cl42 -4.986 -10.706 -4.794  0.533
Cl43 -5.782 -10.504 -2.023  0.508
Cl44 -5.989 -8.200 -3.752  0.499
C33 -9.863 -10.138 -1.068  -2.032
Cl45 -9.848 -9.352 0.519  0.519
Cl46 -8.767 -9.281 -2.158  0.449
Cl47 -9.332 -11.819 -0.899  0.522
Cl48 -11.505 -10.101 -1.728  0.528

Kohn-Sham gap ... 9.07 eV
Total energy ... -654328.018 eV

Entry 4:
This record from OMol25 describes a structure of composition C33H35Cl5MgN4O6S4Sb2. The level of theory is ωB97M-V/def2-TZVPD.

Each line ends with the Löwdin spin population.
Geometry (Å):
Mg1 -1.514 0.509 1.459  0.003
S1 -0.154 -5.536 -0.010  0.000
Sb1 0.576 -3.433 -0.002  0.000
S2 -1.244 -1.969 1.133  0.000
S3 0.329 -2.651 2.359  0.000
C1 0.421 2.832 -4.908  0.000
C2 -0.227 1.757 -5.738  0.000
C3 -0.531 1.997 -7.074  0.000
C4 -1.129 1.023 -7.862  0.000
C5 -1.428 -0.213 -7.314  0.000
C6 -1.122 -0.467 -5.982  0.000
C7 -0.525 0.504 -5.185  0.000
Sb2 -0.059 0.125 -3.112  0.000
C8 2.044 -0.225 -3.479  0.000
C9 2.523 -0.451 -4.767  0.000
C10 3.872 -0.681 -5.004  0.000
C11 4.761 -0.692 -3.940  0.000
C12 4.294 -0.469 -2.653  0.000
C13 2.944 -0.232 -2.406  0.000
C14 2.483 0.011 -0.991  0.000
C15 -0.625 -1.948 -3.210  0.000
C16 0.288 -2.954 -3.524  0.000
C17 -0.113 -4.280 -3.613  0.000
C18 -1.437 -4.610 -3.377  0.000
C19 -2.349 -3.618 -3.056  0.000
C20 -1.965 -2.282 -2.967  0.000
C21 -2.983 -1.222 -2.643  0.000
H1 0.552 3.748 -5.483  0.000
H2 1.405 2.514 -4.552  0.000
H3 -0.188 3.065 -4.032  0.000
H4 -0.298 2.966 -7.501  0.000
H5 -1.362 1.234 -8.899  0.000
H6 -1.896 -0.982 -7.916  0.000
H7 -1.351 -1.441 -5.567  0.000
H8 1.832 -0.451 -5.602  0.000
H9 4.223 -0.855 -6.014  0.000
H10 5.815 -0.876 -4.109  0.000
H11 4.989 -0.482 -1.821  0.000
H12 3.313 -0.100 -0.291  0.000
H13 1.702 -0.696 -0.698  0.000
H14 2.067 1.015 -0.879  0.000
H15 1.330 -2.703 -3.689  0.000
H16 0.613 -5.052 -3.833  0.000
H17 -1.754 -5.644 -3.411  0.000
H18 -3.381 -3.881 -2.855  0.000
H19 -3.964 -1.663 -2.467  0.000
H20 -3.085 -0.505 -3.464  0.000
H21 -2.708 -0.648 -1.757  0.000
C22 -0.140 5.805 5.217  0.002
C23 1.166 5.023 5.340  0.000
S4 0.772 3.306 5.577  0.000
O1 0.358 3.085 6.942  0.000
O2 -0.087 2.908 4.496  0.000
C24 2.331 2.438 5.362  0.000
C25 2.162 0.947 5.669  0.000
N1 0.993 0.382 4.993  0.000
C26 0.805 0.449 3.656  0.000
N2 -0.473 0.349 3.339  0.000
C27 -1.153 0.183 4.509  0.000
C28 -0.269 0.194 5.534  0.000
N3 -0.557 -0.031 6.915  0.000
O3 0.372 -0.270 7.673  0.000
O4 -1.725 0.000 7.238  0.000
C29 1.907 0.642 2.683  0.000
H22 0.085 6.861 5.066  0.000
H23 -0.734 5.707 6.126  0.001
H24 -0.727 5.445 4.369  0.003
H25 1.774 5.331 6.191  0.000
H26 1.752 5.083 4.421  0.000
H27 3.058 2.875 6.047  0.000
H28 2.647 2.620 4.335  0.000
H29 2.020 0.794 6.732  0.000
H30 3.052 0.399 5.361  0.000
H31 -2.219 0.049 4.557  0.000
H32 2.848 0.256 3.072  0.000
H33 2.022 1.697 2.430  0.000
H34 1.670 0.086 1.777  0.000
Cl1 -0.327 4.194 -1.492  0.001
C30 -1.155 3.176 -0.321  0.001
Cl2 0.070 2.430 0.777  0.002
C31 -2.051 2.081 -0.977  0.000
O5 -2.558 2.344 -2.047  0.000
O6 -2.212 1.028 -0.271  0.001
H35 -1.736 3.823 0.339  0.001
Cl3 -5.230 4.400 3.205  0.078
C32 -3.774 3.688 3.729  0.419
Cl4 -1.990 5.116 2.400  0.229
Cl5 -3.282 3.926 5.346  0.074
C33 -3.322 2.541 3.083  0.072
N4 -2.949 1.565 2.586  0.111

Charge ... -1
Kohn-Sham gap (alpha / beta) ... 6.86 / 6.44 eV
Multiplicity ... 2
Energy relative to the best compared isomer or geometry (same formula, charge and spin) ... 0.0 kcal/mol
Total energy ... -177511.250 eV